This record from the Open Molecules 2025 dataset describes 7 unconnected molecules or ions with the total composition C38H83F2N3O12PS6 in a non-equilibrium geometry. The level of theory is ωB97M-V with the def2-TZVPD basis set.

The geometry in XYZ format:
```
145
Properties=species:S:1:pos:R:3:forces:R:3
C -1.6368 2.1806 1.2941 0.811 -0.239 0.404
C -0.5189 1.3815 1.5460 -0.489 -0.098 0.185
C 0.8686 1.7241 1.1659 0.218 1.222 1.659
P 1.5227 0.6835 -0.3693 -2.862 0.213 -0.555
C 0.7558 -0.9693 0.1570 0.210 0.332 -0.353
C 1.3715 -2.1881 -0.5579 -0.866 -0.477 1.039
O 1.2661 -3.3214 0.3559 0.310 0.092 -0.253
C 0.5440 -2.5842 -1.7818 0.241 -0.048 -0.914
N 0.8647 -1.7840 -2.9871 -0.214 -0.215 -0.126
N 3.2003 0.3428 0.3549 -0.074 0.168 1.408
C 3.3161 -0.5228 1.4149 1.163 -1.267 -0.787
O 3.8637 -1.5899 1.3631 0.207 -0.006 0.274
F 2.8569 -0.1419 2.6120 -0.762 0.493 -0.409
C 4.2389 0.2271 -0.5641 0.143 -0.283 -0.091
O 4.3671 -0.5019 -1.4823 -0.077 0.075 -0.220
F 5.2397 1.1135 -0.2993 -0.134 0.066 0.217
O 0.0066 1.1255 -1.1875 0.720 -0.117 -0.644
C 0.2068 2.1821 -2.0851 -0.611 0.392 -0.068
C -0.4233 2.0166 -3.4682 -0.347 0.682 -0.049
C -1.9676 2.1389 -3.4739 -0.115 -0.979 -0.022
C -2.7224 0.7900 -3.6639 -0.581 0.097 0.228
C -3.5192 0.3156 -2.4311 0.660 0.364 0.261
C -4.6404 1.2938 -2.0453 -0.123 -0.373 0.117
C -5.7949 0.6931 -1.2244 -0.155 0.170 0.335
C -5.3931 0.0183 0.1157 0.453 0.787 -0.521
C -5.6579 0.9676 1.2847 -0.840 -0.678 0.487
C -5.4842 0.3460 2.6908 0.672 0.371 -0.082
C -4.3423 -0.6933 2.8455 -0.379 0.019 0.650
C -4.8412 -2.1466 3.0721 -0.191 0.388 -0.409
C -4.8017 -3.1014 1.8643 0.319 -0.227 0.896
C -3.4791 -3.1718 1.0920 -0.936 -0.302 -0.778
C -3.5729 -4.3271 0.0574 -0.375 0.640 0.156
C -4.1687 -3.8320 -1.2746 0.344 -0.107 0.503
C 1.7247 2.4653 -2.1845 0.398 -1.123 -0.009
N 2.1016 3.8088 -2.6649 -0.247 0.660 1.037
C 1.6234 4.7338 -2.0193 -0.902 -0.592 -0.623
O 1.0337 5.5992 -1.5126 0.654 0.360 0.132
O 2.2403 2.1852 -0.9206 0.407 0.348 -0.465
H -2.3474 1.9264 0.5103 -1.083 -0.882 1.266
H -1.7767 3.0860 1.8858 0.825 0.999 -1.481
H -0.6725 0.4204 2.0516 -0.126 -0.730 -1.629
H 1.5949 1.7317 1.9914 0.019 -0.373 -0.157
H 0.8354 2.7448 0.7824 0.135 -0.059 -0.055
H 1.8334 0.0598 -1.6077 0.984 0.160 0.352
H -0.2703 -0.8946 -0.2058 -0.046 0.223 0.201
H 0.6617 -1.1079 1.2371 0.389 -0.238 -0.064
H 2.4284 -2.0594 -0.7981 -0.124 0.185 -0.307
H 2.1714 -3.5580 0.5747 -0.041 -0.048 0.197
H -0.5234 -2.4910 -1.5771 0.011 0.040 0.338
H 0.6985 -3.6436 -2.0144 0.191 0.056 0.291
H 0.0217 -1.3874 -3.3835 0.013 0.188 0.177
H 1.2158 -2.3992 -3.7102 0.185 0.065 0.053
H -0.3313 3.0351 -1.6261 0.491 0.376 -0.142
H -0.0768 1.1173 -3.9835 -0.019 -0.095 0.172
H -0.0506 2.8692 -4.0525 0.151 -0.149 0.023
H -2.3059 2.8043 -4.2718 0.234 0.085 0.051
H -2.3050 2.5843 -2.5342 0.129 0.093 -0.026
H -3.4617 0.9140 -4.4662 0.172 -0.098 -0.098
H -2.0422 -0.0069 -3.9761 0.076 0.111 -0.012
H -2.8070 0.2534 -1.5959 -0.077 -0.103 -0.036
H -3.8871 -0.7042 -2.5813 -0.201 0.109 -0.141
H -4.2095 2.1110 -1.4566 -0.004 0.007 -0.084
H -5.0516 1.7506 -2.9553 -0.010 -0.037 0.071
H -6.4540 1.5292 -0.9536 -0.078 -0.084 -0.174
H -6.4188 0.0159 -1.8183 0.278 -0.042 -0.148
H -4.3180 -0.1718 0.0839 -0.037 -0.295 -0.035
H -5.9037 -0.9382 0.2323 -0.060 0.090 0.157
H -6.7150 1.2620 1.2142 0.293 0.180 0.008
H -5.0471 1.8698 1.2141 0.124 -0.085 -0.222
H -6.4200 -0.0752 3.0670 -0.017 -0.035 -0.284
H -5.2485 1.1844 3.3574 -0.126 -0.079 0.028
H -3.7857 -0.4173 3.7476 0.053 -0.001 -0.152
H -3.6306 -0.6024 2.0274 0.038 -0.143 -0.031
H -4.3131 -2.5733 3.9300 0.159 -0.143 -0.227
H -5.8919 -2.0748 3.3814 0.117 -0.074 0.118
H -4.9810 -4.1120 2.2591 -0.124 0.090 -0.017
H -5.6536 -2.8912 1.2112 0.208 0.071 -0.202
H -2.6240 -3.3062 1.7553 -0.044 0.142 0.063
H -3.3908 -2.2443 0.5187 0.490 0.071 0.246
H -4.2668 -5.0652 0.4727 0.331 -0.271 -0.070
H -2.6111 -4.8054 -0.1039 0.012 0.009 -0.045
H -5.2285 -3.5925 -1.1446 0.037 0.003 -0.144
H -3.6516 -2.9145 -1.5649 -0.038 -0.047 -0.221
H -4.0414 -4.5867 -2.0526 -0.124 0.090 -0.014
H 2.2137 1.7886 -2.8974 -0.379 -0.024 -0.186
C 5.6823 3.9952 -3.2351 -0.099 -0.099 -0.016
S 7.1120 4.7807 -2.4952 -0.076 0.005 0.054
O 7.7228 5.6566 -3.5362 0.045 -0.093 -0.073
C 8.1121 3.2898 -2.3994 0.074 -0.099 0.011
H 4.9299 4.7574 -3.4236 0.010 0.020 0.044
H 5.9692 3.5267 -4.1765 0.056 0.021 -0.006
H 5.2753 3.2514 -2.5487 -0.021 0.041 0.032
H 8.2348 2.8650 -3.3963 -0.037 0.045 -0.019
H 7.6284 2.5716 -1.7366 -0.036 0.022 -0.001
H 9.0852 3.5622 -1.9951 -0.020 0.057 0.000
C -3.2328 -9.5766 -0.9224 -0.025 -0.099 0.093
S -3.7754 -8.1197 -1.8291 -0.011 -0.036 -0.110
O -3.0839 -6.9524 -1.2352 0.029 -0.173 -0.029
C -5.4572 -8.1155 -1.1900 -0.107 -0.041 0.086
H -2.1798 -9.7359 -1.1450 -0.002 0.058 -0.037
H -3.3606 -9.4115 0.1477 -0.001 0.063 -0.015
H -3.8099 -10.4434 -1.2464 0.002 0.016 -0.025
H -5.4370 -8.0458 -0.1021 0.062 0.024 -0.008
H -5.9695 -9.0253 -1.5051 0.018 0.005 -0.024
H -5.9685 -7.2475 -1.6018 0.063 0.022 -0.025
C -10.5515 0.9811 0.1141 -0.093 -0.039 -0.090
S -9.8269 0.9604 1.7604 -0.034 0.170 0.029
O -8.6947 0.0067 1.7272 -0.100 -0.197 -0.014
C -11.2023 0.1228 2.5635 -0.127 -0.072 -0.007
H -9.8290 1.4327 -0.5629 0.048 -0.001 0.056
H -10.7669 -0.0389 -0.2052 0.044 -0.017 0.043
H -11.4643 1.5776 0.1258 0.020 0.020 0.020
H -11.3763 -0.8409 2.0841 0.058 0.008 -0.025
H -12.0950 0.7459 2.5015 0.022 0.023 0.004
H -10.9367 -0.0302 3.6075 0.061 0.031 -0.015
C 5.0613 1.6314 3.4088 0.147 0.219 -0.081
S 5.3426 1.1734 5.1208 -0.090 -0.093 -0.054
O 4.8222 2.2810 5.9697 0.116 0.053 0.004
C 7.1313 1.3493 5.0712 0.156 0.086 -0.003
H 3.9930 1.6322 3.2274 -0.024 0.033 0.079
H 5.4630 2.6283 3.2235 0.045 -0.007 0.076
H 5.5409 0.9022 2.7545 -0.019 -0.031 0.024
H 7.3941 2.3667 4.7786 -0.083 0.014 -0.011
H 7.5515 0.6318 4.3667 -0.026 -0.033 0.021
H 7.5173 1.1445 6.0682 -0.038 -0.085 -0.007
C 6.4737 2.1260 -7.1901 0.125 -0.041 -0.042
S 5.0067 3.1669 -7.1742 -0.085 0.029 0.142
O 3.9593 2.4645 -7.9574 0.086 -0.003 -0.108
C 5.6816 4.4596 -8.2260 0.118 0.053 -0.095
H 6.2534 1.2292 -6.6142 -0.066 0.028 0.014
H 6.7201 1.8529 -8.2166 -0.054 0.018 -0.013
H 7.3038 2.6626 -6.7289 -0.027 0.019 0.018
H 5.9791 4.0352 -9.1855 -0.035 -0.052 0.018
H 6.5364 4.9210 -7.7307 -0.028 -0.001 0.042
H 4.9041 5.2049 -8.3799 -0.039 -0.036 0.047
C 8.7818 1.8211 9.1421 -0.065 0.007 0.075
S 10.2378 1.0648 8.4048 -0.004 0.104 -0.062
O 9.8405 -0.2839 7.9280 -0.017 -0.003 0.066
C 11.1341 0.8417 9.9485 0.022 -0.031 0.132
H 8.0599 2.0099 8.3498 0.031 -0.007 -0.026
H 8.3488 1.1432 9.8778 0.029 -0.045 -0.031
H 9.0611 2.7647 9.6111 0.019 0.006 -0.031
H 10.5453 0.2276 10.6302 -0.036 -0.010 -0.049
H 11.3398 1.8154 10.3935 -0.002 0.011 -0.031
H 12.0725 0.3396 9.7217 -0.018 0.002 -0.062
```
Positions in Å, forces in eV/Å.

Computed properties:
Orbital gap, eV: 5.869
Total charge: -1
Calculated total energy, a.u.: -5494.816692
2S+1: 1